[1]
This record from the OMol25 dataset describes a cluster of 2 separate species, C2H7OS in total. The level of theory is ωB97M-V with the def2-TZVPD basis set.

```
11
Properties=species:S:1:pos:R:3:forces:R:3
S 0.699564 1.072111 1.175259 0.56 -1.17 -0.28
O -0.936055 0.375419 -1.173257 0.09 -0.57 0.11
C -0.096193 -0.768579 -1.212450 0.08 0.26 -1.19
C -0.410738 -1.794297 -0.133201 -2.07 0.21 -0.57
H 0.290326 -2.573854 -0.169449 1.06 -1.33 -0.11
H 0.948241 -0.424780 -1.065912 -0.29 -0.29 -0.07
H 0.625529 2.147256 1.874148 -0.15 1.47 0.88
H -1.452729 -2.245278 -0.196806 1.10 0.61 -0.18
H -0.157601 -1.165713 -2.270135 -0.03 0.05 1.08
H -0.595746 0.812195 -0.344424 -0.36 0.42 -0.20
H -0.321026 -1.329693 0.828391 0.00 0.34 0.52
```
Positions in Å, forces in eV/Å.

The value obtained for the HOMO-LUMO gap is 7.41 eV. As for the electronic energy: -553.85195 Eh. The calculation puts the LUMO energy at 0.1602 Ha. The molar mass comes out at 79.1 g/mol. Its HOMO energy is -0.1120 hartree. As for the total charge: -1. The energy above the lowest of the compared OMol25 structures with the same formula, charge and spin comes out at 7.5 kcal/mol.

[2]
This record from the OMol25 dataset describes a cluster of 2 separate species, C2H7OS in total. The level of theory is ωB97M-V with the def2-TZVPD basis set.

```
11
Properties=species:S:1:pos:R:3:forces:R:3
S -0.438238 -0.647928 1.741507 0.17 -0.13 -0.42
O -2.760932 0.887224 -0.223407 -0.07 -0.15 -0.06
C 1.033432 -0.476907 -0.698137 0.08 0.27 -0.64
C 0.943915 0.047720 0.704172 -0.89 0.18 1.50
H 0.093325 -0.328114 -1.235815 -0.06 0.01 0.07
H 1.806569 0.059299 -1.263912 0.08 -0.03 -0.06
H 1.854892 -0.123480 1.279210 0.23 -0.11 -0.25
H -2.445039 0.411167 0.571098 0.27 0.09 0.08
H 0.765307 1.129009 0.752098 0.23 -0.07 -0.50
H 1.256427 -1.539988 -0.762019 0.01 -0.13 0.26
H -2.109661 0.581997 -0.864797 -0.04 0.06 0.02
```
Positions in Å, forces in eV/Å.

The value obtained for the HOMO-LUMO gap is 6.93 eV. As for the electronic energy: -553.85973 Eh. The calculation puts the LUMO energy at 0.1615 Ha. The molar mass comes out at 79.1 g/mol. Its HOMO energy is -0.0931 hartree. As for the total charge: -1. The energy above the lowest of the compared OMol25 structures with the same formula, charge and spin comes out at 2.6 kcal/mol.

[3]
This record from the OMol25 dataset describes a cluster of 3 separate species, C2H7OS2 in total. The level of theory is ωB97M-V with the def2-TZVPD basis set.

```
12
Properties=species:S:1:pos:R:3:forces:R:3
S 1.073073 -0.962386 -0.879133 -0.33 0.25 0.10
S 0.814890 -0.250015 1.061788 0.15 -0.04 -0.23
O -3.455672 -0.066513 0.237059 -0.51 0.20 -0.06
C -2.440519 -0.306821 -0.363527 0.55 -0.59 1.14
C 0.664343 0.502438 -1.944499 -0.41 -1.65 0.21
H 2.831146 -0.446192 4.637611 -0.06 0.32 0.10
H 2.736830 0.241830 4.924274 0.05 -0.32 -0.11
H -1.527831 -0.653402 0.158922 -0.07 0.14 -0.12
H -2.378312 -0.215771 -1.438097 -0.04 0.22 -0.93
H -0.034615 0.154870 -2.717438 0.37 0.09 -0.14
H 0.106657 1.183790 -1.324112 0.32 0.59 0.21
H 1.610010 0.818172 -2.352847 -0.03 0.77 -0.19
```
Positions in Å, forces in eV/Å.

The value obtained for the HOMO-LUMO gap is 6.09 eV. As for the electronic energy: -951.99520 Eh. The calculation puts the LUMO energy at 0.1351 Ha. The molar mass comes out at 111.2 g/mol. Its HOMO energy is -0.0887 hartree. As for the total charge: -1. The energy above the lowest of the compared OMol25 structures with the same formula, charge and spin comes out at 41.2 kcal/mol.

[4]
This record from the OMol25 dataset describes the molecule C2H7PS. The level of theory is ωB97M-V with the def2-TZVPD basis set.

```
11
Properties=species:S:1:pos:R:3:forces:R:3
S 2.438736 -0.177614 -0.268220 -1.42 -0.03 0.14
P -0.532460 -1.462286 -0.103028 3.91 -3.08 -1.28
C 0.087399 1.014775 0.644046 -0.63 0.72 3.72
C 0.715204 -0.333408 0.524866 0.19 1.16 -2.13
H -1.493442 -1.305657 0.751064 -1.79 0.36 2.63
H 2.364403 0.776335 -1.307888 -0.47 -0.87 1.13
H 0.401352 -2.598184 0.109234 -1.72 0.47 -0.29
H -1.502335 -2.148345 -0.977764 0.68 0.63 -0.62
H 0.318248 1.619293 -0.139741 0.45 1.86 -2.50
H -1.026345 1.135279 0.827010 1.13 -0.80 -0.20
H 0.570723 1.533837 1.519567 -0.34 -0.41 -0.58
```
Positions in Å, forces in eV/Å.

The value obtained for the HOMO-LUMO gap is 8.10 eV. As for the electronic energy: -819.77530 Eh. The calculation puts the LUMO energy at -0.0004 Ha. The molar mass comes out at 94.1 g/mol. As for the SMILES: CC(=[PH3])S. Its HOMO energy is -0.2979 hartree. The energy above the lowest of the compared OMol25 structures with the same formula, charge and spin comes out at 102.2 kcal/mol.

[5]
This record from the OMol25 dataset describes a cluster of 2 separate species, C2H7PS2 in total. The level of theory is ωB97M-V with the def2-TZVPD basis set.

```
12
Properties=species:S:1:pos:R:3:forces:R:3
S 0.476613 0.078519 1.306667 -0.62 -0.84 -1.66
S -1.148412 2.827470 2.638558 0.77 -2.76 1.80
P -0.063940 2.046924 0.939541 -0.20 -0.43 -0.02
C -0.164348 -0.869748 -1.058573 3.27 1.51 2.72
C 0.412937 -2.221531 -1.153106 -4.92 -0.07 -0.92
H 0.034924 -2.890334 -0.383469 0.05 -0.10 -0.08
H 1.404193 -2.113274 -1.142294 3.92 -0.14 -0.11
H 0.015378 -2.568627 -2.155928 0.69 -0.12 0.82
H -1.435310 3.703092 1.811581 -1.28 2.80 -1.95
H -1.129774 -0.563144 -0.876226 -2.24 0.02 0.03
H 1.092508 2.631474 1.408192 0.87 0.20 -0.06
H 0.505230 -0.060822 -1.334941 -0.33 -0.08 -0.58
```
Positions in Å, forces in eV/Å.

The value obtained for the HOMO-LUMO gap is 7.28 eV. As for the electronic energy: -1218.03504 Eh. The calculation puts the LUMO energy at -0.0345 Ha. The molar mass comes out at 126.2 g/mol. Its HOMO energy is -0.3020 hartree. The energy above the lowest of the compared OMol25 structures with the same formula, charge and spin comes out at 62.7 kcal/mol.

[6]
This record from the OMol25 dataset describes a cluster of 2 separate species, C2H7S2 in total. The level of theory is ωB97M-V with the def2-TZVPD basis set.

```
11
Properties=species:S:1:pos:R:3:forces:R:3
S -0.871223 -1.322910 0.774623 -0.05 -0.20 -0.11
S -0.449427 3.393526 -1.129036 0.04 -0.13 0.05
C 0.074092 -1.507330 -0.756857 0.33 0.15 0.47
C -0.107150 0.177696 1.360136 0.74 0.87 0.35
H -0.109271 -2.494683 -1.163371 -0.19 -0.11 -0.13
H 1.141183 -1.443929 -0.503457 -0.23 0.07 -0.19
H -0.327936 0.335468 2.410489 -0.45 -0.16 0.18
H 0.219972 2.383636 -1.716109 -0.01 0.04 0.00
H 0.983885 0.098867 1.352748 0.00 -0.22 -0.25
H -0.197904 -0.726160 -1.460168 0.05 0.01 -0.12
H -0.356222 1.105819 0.831002 -0.24 -0.30 -0.26
```
Positions in Å, forces in eV/Å.

The value obtained for the HOMO-LUMO gap is 5.73 eV. As for the electronic energy: -876.79581 Eh. The calculation puts the LUMO energy at 0.1162 Ha. The molar mass comes out at 95.2 g/mol. Its HOMO energy is -0.0942 hartree. As for the total charge: -1. The energy above the lowest of the compared OMol25 structures with the same formula, charge and spin comes out at 8.9 kcal/mol.

[7]
This record from the OMol25 dataset describes a structure of composition C2H7S2. The level of theory is ωB97M-V with the def2-TZVPD basis set.

```
11
Properties=species:S:1:pos:R:3:forces:R:3
S -0.515945 0.204202 -1.852170 0.92 0.47 1.94
S 0.843078 -2.543673 -0.508967 1.46 -0.47 0.17
C -0.593964 0.477647 1.013184 -2.43 -0.24 -1.05
C -0.117090 1.219434 -0.261747 -1.55 -1.61 -0.17
H -0.426851 -0.608830 0.910083 0.59 0.59 0.40
H 0.297239 -0.959187 -1.242165 -0.43 0.29 -0.69
H -1.708913 0.524815 0.943217 0.48 0.04 0.41
H 2.244044 -2.670948 -0.480018 -1.39 0.27 -0.08
H -0.615699 2.172835 -0.401583 0.23 0.21 0.17
H 0.915727 1.287311 -0.116779 1.77 0.58 -0.58
H -0.321625 0.896395 1.996945 0.34 -0.12 -0.53
```
Positions in Å, forces in eV/Å.

The value obtained for the HOMO-LUMO gap is 7.12 eV. As for the electronic energy: -876.78784 Eh. The calculation puts the LUMO energy at 0.1409 Ha. The molar mass comes out at 95.2 g/mol. Its HOMO energy is -0.1207 hartree. As for the total charge: -1. The energy above the lowest of the compared OMol25 structures with the same formula, charge and spin comes out at 13.9 kcal/mol.

[8]
This record from the OMol25 dataset describes a cluster of 2 separate species, C2H7S2 in total. The level of theory is ωB97M-V with the def2-TZVPD basis set.

```
11
Properties=species:S:1:pos:R:3:forces:R:3
S 1.876531 -1.298598 -0.107462 0.40 -0.44 0.02
S -2.423724 0.135753 -0.893400 -0.26 0.02 -0.04
C 0.529769 -0.328455 0.619606 -0.41 -0.15 0.08
C 0.459181 1.006370 -0.117419 -0.01 -0.01 0.15
H 1.806744 -2.417510 0.656149 -0.12 0.38 -0.18
H 1.427437 1.511887 -0.228660 -0.12 -0.11 0.16
H 0.017088 0.806911 -1.089208 0.23 0.08 -0.25
H -0.420642 -0.838372 0.427264 0.19 0.05 0.13
H 0.689886 -0.271816 1.700182 0.03 0.29 -0.17
H -3.685681 0.030834 -1.320289 -0.17 -0.08 -0.04
H -0.276588 1.662996 0.353237 0.23 -0.05 0.13
```
Positions in Å, forces in eV/Å.

The value obtained for the HOMO-LUMO gap is 5.96 eV. As for the electronic energy: -876.79708 Eh. The calculation puts the LUMO energy at 0.1197 Ha. The molar mass comes out at 95.2 g/mol. Its HOMO energy is -0.0994 hartree. As for the total charge: -1. The energy above the lowest of the compared OMol25 structures with the same formula, charge and spin comes out at 8.1 kcal/mol.

[9]
This record from the OMol25 dataset describes a cluster of 2 separate species, C2H7S2 in total. The level of theory is ωB97M-V with the def2-TZVPD basis set.

```
11
Properties=species:S:1:pos:R:3:forces:R:3
S 0.610283 -1.631443 2.154455 -0.11 -0.52 0.10
S -0.359290 1.221254 0.181775 -1.23 0.01 1.02
C 0.018600 -2.620780 0.728127 -0.09 0.33 0.09
C 0.011169 2.729270 -1.109027 0.71 -0.31 -0.69
H -0.307680 2.549731 -2.125381 -0.46 -0.27 -0.30
H -1.061997 -2.772500 0.737951 -0.18 0.04 0.17
H 0.223398 -2.056768 -0.185475 0.15 -0.24 -0.14
H -0.500870 3.582180 -0.662831 0.20 0.02 0.20
H -0.190191 -0.101139 0.707286 0.56 0.40 -0.48
H 0.465930 -3.612490 0.686612 0.24 -0.11 -0.12
H 1.090647 2.712685 -1.113493 0.22 0.65 0.15
```
Positions in Å, forces in eV/Å.

The value obtained for the HOMO-LUMO gap (alpha / beta) is 3.41 / 5.73 eV. As for the electronic energy: -876.58775 Eh. The calculation puts the LUMO energy (alpha / beta) at 0.2428 / 0.2317 Ha. The molar mass comes out at 95.2 g/mol. Its HOMO energy (alpha / beta) is 0.1176 / 0.0211 hartree. As for the total charge: -2. The energy above the lowest of the compared OMol25 structures with the same formula, charge and spin comes out at 37.3 kcal/mol. As for the multiplicity: 2.

[10]
This record from the OMol25 dataset describes a cluster of 2 separate species, C2H7S3 in total. The level of theory is ωB97M-V with the def2-TZVPD basis set.

```
12
Properties=species:S:1:pos:R:3:forces:R:3
S -0.137156 -1.065527 1.589539 0.50 -0.45 -0.04
S -2.438032 0.798329 -1.759162 1.21 0.35 -0.23
S -0.553968 -3.047660 1.050407 0.02 0.45 0.08
C -0.946165 1.672563 -1.062769 -0.68 -1.09 0.99
C 1.693267 -1.082057 1.453527 -0.26 0.35 -0.08
H -0.783558 1.196610 -0.088208 -0.29 0.32 0.09
H -1.203251 2.717281 -0.959578 0.41 0.22 -0.10
H 1.983693 -1.113606 0.402581 0.00 -0.26 -0.02
H 2.144138 -0.176493 1.875962 -0.24 0.04 0.13
H -1.837542 0.609417 -2.943444 -0.37 -0.12 -0.07
H 2.077279 -1.950535 1.983036 0.00 -0.09 -0.05
H 0.001294 1.441678 -1.541891 -0.30 0.28 -0.68
```
Positions in Å, forces in eV/Å.

The value obtained for the HOMO-LUMO gap is 5.35 eV. As for the electronic energy: -1274.98486 Eh. The calculation puts the LUMO energy at 0.1181 Ha. The molar mass comes out at 127.3 g/mol. Its HOMO energy is -0.0785 hartree. As for the total charge: -1. The energy above the lowest of the compared OMol25 structures with the same formula, charge and spin comes out at 16.6 kcal/mol.